This record from OMol25 describes a cluster of 17 separate species, C59H91BClN20O4S2 in total at a distorted geometry. The level of theory is the ωB97M-V functional and the def2-TZVPD basis.

```
178
Properties=species:S:1:pos:R:3:mulliken_charge:R:1
Cl 4.7147 2.0335 1.6932 -0.19
S -5.1812 2.4150 -0.7593 -0.11
S -3.3198 3.2475 1.6099 -0.08
O 2.4203 -2.6219 -0.7298 -0.15
O -1.6854 -1.6999 0.4375 -0.44
O -0.4486 -2.2647 0.5739 0.26
O -0.2214 -1.1641 5.0015 -0.48
N 1.8964 -0.2442 1.2583 0.86
N 7.7498 0.3891 6.0928 -0.45
N 1.7269 -2.5876 5.7570 -0.28
N -3.4901 4.5814 -0.8910 0.29
N -0.9074 -1.0773 -2.6802 -0.47
N -9.7785 7.2036 0.6773 -0.53
N 0.4468 3.6773 -2.9029 -0.39
N -14.2950 9.5519 -1.6880 -0.38
N -3.8397 -5.2244 -5.1452 -0.57
N -7.9344 -4.9613 -3.6077 -0.47
N 6.1116 -6.9397 1.0227 -0.45
N -3.2802 5.3497 -6.0622 -0.45
N -2.8098 6.7866 -1.5173 -0.62
N 1.6840 4.3128 3.8348 -0.54
N 5.4045 -4.2242 -3.7386 -0.61
N 0.8505 -2.9123 10.1860 -0.46
N -5.6338 6.0341 1.7919 -0.52
N 9.8314 -6.3286 -4.3684 -0.42
N 0.0219 2.0847 -7.2441 -0.50
N 3.6271 -6.5504 -1.6266 -0.31
C -7.6800 -6.0130 -4.0831 0.40
C -4.0275 3.4413 -0.0907 -0.01
C 4.7073 1.2829 3.3858 0.21
C 4.9445 -5.0262 2.4934 -0.06
C 0.8676 4.6930 -2.4685 0.36
C 0.7704 5.0039 3.5412 0.47
C -6.1824 6.9098 1.2161 0.65
C 1.2729 -1.9039 10.6346 0.48
C -11.7678 9.2882 -0.8316 -0.50
C 3.0113 -7.3665 -2.2176 0.31
C 2.0761 -1.0471 3.5191 0.79
C 8.5731 -4.3459 -5.6624 -0.62
C -3.4342 5.9713 -0.5017 -0.27
C -9.5255 6.1486 0.2073 0.46
C 0.0489 -2.0942 1.9163 -1.31
C 5.5974 -6.0964 1.6707 0.19
C 2.2273 -8.3993 -2.9684 -0.94
C 5.9123 -4.8398 -2.8507 0.54
C -0.9520 1.6148 1.1105 0.50
C -2.6505 6.3259 -6.2785 0.43
C 6.5497 -5.6169 -1.7302 -0.57
C -0.6838 -5.7468 -0.5423 -0.70
C -2.9384 4.3720 -2.2239 -0.02
C -0.3883 5.8804 3.1688 -0.65
C 1.1292 -4.3076 -1.9653 1.03
C -13.1814 9.4357 -1.3107 0.24
C 2.0952 0.5680 3.5080 -1.19
C -0.2876 -0.7229 -3.6218 0.50
C 1.5288 1.0147 2.0326 0.60
C 3.3049 1.3896 4.1481 -1.40
C 1.4005 5.9815 -1.9174 -0.78
C -4.3570 -4.3811 -4.4977 0.46
C 1.5044 -1.4591 2.0329 0.98
C 1.2303 -2.1434 7.1023 -0.90
C 0.6642 -4.9782 -0.6156 0.03
C 8.3537 0.7333 5.1370 0.42
C -5.0129 -3.3124 -3.6769 -0.59
C 1.8087 -0.6244 11.2044 -0.82
C -1.8517 7.5646 -6.5535 -0.83
C 9.1196 1.1702 3.9235 -0.77
C -9.2038 4.8109 -0.3890 -0.77
C 2.5353 -3.4963 -1.8734 -0.18
C 1.7550 -0.1949 -0.2309 0.06
C -7.3561 -7.3468 -4.6864 -0.77
C -1.0861 -5.1880 -3.1820 -0.60
C -2.4992 5.8111 -2.5659 -0.40
C -1.1012 2.2045 -6.8939 0.46
C -1.5369 -5.8139 -1.8375 -0.54
C 0.4979 -0.2763 -4.8187 -0.87
C -6.8796 8.0173 0.4863 -1.06
C -2.5251 2.3573 -6.4498 -0.49
C 4.2651 -1.0028 -0.8224 -0.81
C 9.2770 -5.4545 -4.9387 0.36
C -2.4859 1.5813 1.6798 -0.84
C 0.2795 -4.4032 -3.2668 -0.55
C 1.0589 -3.9152 5.4553 -0.87
C 2.6613 -1.2358 -1.0409 0.06
C -0.0081 1.3023 2.3694 -1.06
C 5.3417 -0.1943 3.3276 -0.37
B 1.1497 -1.5794 4.7718 0.63
H 1.1597 0.2069 10.9241 0.26
H 4.6030 0.0492 -1.1111 0.31
H -2.5789 3.0478 -5.6078 -0.04
H 0.7659 6.8109 -2.2343 0.28
H -2.5336 1.2449 2.7802 0.39
H -0.0646 -3.9130 5.6745 0.34
H 2.1992 -2.3487 1.7937 0.21
H 3.0350 -1.6407 3.6911 -0.32
H 4.4180 -4.3265 1.8408 -0.29
H -1.7299 -5.2475 -4.1442 0.44
H -2.2927 8.1126 -7.3876 0.34
H -7.6602 8.4434 1.1173 0.37
H -8.5196 4.2681 0.2658 0.25
H -0.9119 0.8293 0.2854 -0.49
H 1.9468 2.0027 1.6456 0.80
H 2.4942 -0.9852 -2.1611 -0.17
H 2.5422 -9.3984 -2.6627 0.36
H 5.7979 -6.2177 -1.2207 0.04
H -5.7346 -3.7614 -2.9928 0.25
H -2.9243 1.3886 -6.1430 0.31
H 7.7933 -3.9268 -5.0240 0.16
H 4.4661 -1.2467 0.2900 -0.03
H -8.7338 4.9430 -1.3651 0.28
H 1.2824 -4.1697 4.3572 0.13
H 3.3797 -4.2874 -1.7456 -0.78
H -5.5319 -2.6089 -4.3298 0.31
H 8.1158 -4.7306 -6.5752 0.24
H 1.1674 -0.9937 7.1816 0.25
H -1.1091 5.9099 3.9874 0.31
H -2.5387 -6.3509 -1.7795 0.40
H -0.9856 -6.1886 0.4660 0.35
H -6.6779 -7.8954 -4.0310 0.25
H 0.1147 -3.1592 2.3739 0.15
H -6.1638 8.7998 0.2265 0.37
H -11.5527 10.0411 -0.0718 0.27
H 5.7002 -4.4830 3.0632 0.38
H -0.0161 2.2611 3.0212 0.16
H -0.7728 2.6639 0.6635 0.48
H 5.4577 1.9164 3.9988 0.48
H 6.3886 -0.0705 2.8513 0.03
H 7.0029 -4.9304 -1.0131 0.32
H 2.9605 2.4849 4.2284 0.16
H -0.8111 -1.8797 4.6554 0.35
H -4.2601 -2.7733 -3.0986 0.13
H 7.3228 -6.2765 -2.1291 0.35
H 4.2300 -5.4747 3.1859 0.29
H 4.7804 -1.8335 -1.4196 0.35
H 2.9350 -0.2336 1.4113 -0.61
H 2.7205 -2.9893 -2.8777 0.48
H 8.9441 2.2308 3.7359 0.26
H 0.6374 -3.9094 -4.2409 0.36
H 1.3316 -4.8740 0.3171 0.29
H -1.7671 -1.4806 -0.5257 0.31
H -0.8251 7.2951 -6.8071 0.27
H 2.8127 -0.4385 10.8194 0.27
H 10.1871 1.0079 4.0804 0.33
H 0.6810 -0.3126 -0.6124 -0.32
H 2.3951 -8.2850 -4.0405 0.28
H -3.8355 6.3736 0.4866 0.36
H -0.5253 0.5029 3.0077 0.16
H -11.0774 9.4178 -1.6667 0.26
H 0.3382 0.7891 -4.9923 0.12
H -1.9977 6.1053 -3.5509 0.29
H -1.8446 8.2053 -5.6700 0.29
H 1.4151 5.9407 -0.8270 0.21
H 2.0855 0.8590 -0.5761 0.56
H 8.7960 0.5960 3.0537 0.25
H 1.5135 -4.7693 6.0773 0.28
H 2.4154 6.1493 -2.2816 0.35
H 1.5618 -0.4544 -4.6517 0.29
H -0.0368 6.8935 2.9664 0.34
H -0.8789 5.4877 2.2758 0.03
H -11.6232 8.2971 -0.4010 0.10
H 0.1708 -2.5436 7.3466 0.28
H -6.8787 -7.2082 -5.6577 0.27
H -0.7735 -1.5646 2.5154 0.13
H 1.1627 -8.2806 -2.7591 0.23
H 1.9114 -2.4835 7.9628 0.29
H 9.2870 -3.5627 -5.9228 0.28
H 0.1781 -0.8326 -5.7014 0.39
H 4.7748 -0.9191 2.6519 -0.31
H -3.1297 2.7484 -7.2691 0.33
H 1.2177 0.8201 4.2111 0.80
H 1.8510 -0.6921 12.2926 0.32
H -7.3321 7.6316 -0.4273 0.25
H -2.8642 3.4013 -2.8074 0.37
H 3.4522 1.0079 5.2192 0.43
H 5.5433 -0.6219 4.3839 0.30
H -3.1368 0.8718 1.0442 0.32
H -10.1191 4.2291 -0.5096 0.35
H -8.2713 -7.9263 -4.8181 0.32
```

Results
Calculated total energy ... -135496.3340 eV
Net charge ... +1
HOMO energy ... -0.3723 hartree
Frontier orbital gap ... 7.032 eV
Lowest unoccupied orbital energy ... -0.11384 Ha



This record from OMol25 describes a structure of composition C4H10O2. The level of theory is the ωB97M-V functional and the def2-TZVPD basis.

```
16
Properties=species:S:1:pos:R:3:mulliken_charge:R:1
O -2.4711 0.1349 1.9061 -0.52
O 0.1859 0.0712 0.1176 -0.21
C 0.9810 0.5660 -0.7854 -0.08
C -1.0751 -0.2924 -0.0696 -0.30
C -1.7710 -0.8381 1.1278 -0.50
C 2.3882 0.8475 -0.3762 -1.08
H -1.8274 0.8093 2.1596 0.31
H -1.0359 -1.3859 1.7382 0.24
H 2.5276 1.8801 -0.0232 0.28
H 0.5245 1.0554 -1.6446 0.45
H -2.5400 -1.5522 0.8150 0.29
H 2.6913 0.1730 0.4295 0.28
H -0.2560 -1.4392 -1.5543 0.01
H -1.6202 0.2331 -0.8522 0.41
H 0.4308 -1.1990 -1.8427 0.08
H 3.0706 0.6999 -1.2197 0.32
```

Results
Calculated total energy ... -8400.6925 eV
HOMO energy (alpha / beta) ... -0.2707 / -0.2740 hartree
Frontier orbital gap (alpha / beta) ... 8.018 / 8.233 eV
Relative energy (zero: lowest compared OMol25 entry of this formula, charge and spin) ... 4.855 eV
Lowest unoccupied orbital energy (alpha / beta) ... 0.02394 / 0.02855 Ha



This record from OMol25 describes a cluster of 6 separate species, C5H20FN10O5 in total at a distorted geometry. The level of theory is the ωB97M-V functional and the def2-TZVPD basis.

```
41
Properties=species:S:1:pos:R:3:mulliken_charge:R:1
F 0.0032 -0.5087 0.2624 -0.96
O 1.7151 3.8203 1.4644 -0.76
O -3.5977 -1.3058 3.3980 -0.72
O -2.3046 3.7570 -2.0955 -0.67
O 3.4958 -3.5328 1.3296 -0.71
O 1.8862 -1.0984 -3.9354 -0.72
N 1.1237 1.6260 1.6658 -0.27
N 0.6492 2.8581 -0.2412 -0.21
N 2.9224 -1.6209 0.2114 -0.34
N 1.3430 0.1697 -2.1102 -0.04
N 1.3760 -2.7071 1.4294 -0.19
N -2.2793 2.0558 -0.5658 -0.29
N 0.2481 -1.7691 -2.5307 -0.24
N -1.6301 1.6555 -2.6659 -0.29
N -1.6181 -2.2424 2.6209 -0.33
N -2.3143 -0.2250 1.9276 -0.22
C 1.1762 -0.8787 -2.9478 0.45
C -2.1360 2.5727 -1.8117 0.43
C 1.1154 2.8233 1.0285 0.40
C -2.5564 -1.2749 2.7188 0.39
C 2.6544 -2.7020 0.9948 0.37
H -2.9534 0.5406 2.0530 0.12
H 0.6775 -2.1629 0.9373 0.18
H -2.4267 1.0788 -0.3773 0.20
H -1.5326 0.6989 -2.3835 0.20
H 0.6015 0.8612 1.2456 0.37
H 1.5418 1.6187 2.5757 0.20
H 0.1036 2.0708 -0.5481 0.22
H -0.8174 -1.9575 2.0795 0.33
H 0.6126 3.7688 -0.6601 0.23
H -1.5203 -0.1729 1.2940 0.26
H -1.4036 -2.8959 3.3518 0.22
H 1.9924 0.9027 -2.3163 0.18
H -0.1545 -1.6301 -1.6118 0.20
H 2.1658 -1.0237 -0.0701 0.32
H -1.3587 1.9554 -3.5846 0.19
H 1.0649 -3.3377 2.1441 0.11
H 0.0859 -2.6624 -2.9518 0.21
H 3.7607 -1.6929 -0.3391 0.23
H -2.6535 2.5789 0.2089 0.17
H 0.9416 -0.0116 -1.1948 -0.20
```

Results
Calculated total energy ... -33374.2940 eV
Net charge ... -1
HOMO energy ... -0.2560 hartree
Frontier orbital gap ... 9.649 eV
Relative energy (zero: lowest compared OMol25 entry of this formula, charge and spin) ... 0.221 eV
Lowest unoccupied orbital energy ... 0.09855 Ha